Computed, not measured: a 9-piece molecular cluster, C21H44N2O34PS8 overall at a distorted geometry, with ωB97M-V/def2-TZVPD.

Each line ends with the Löwdin charge.
CARTESIAN COORDINATES (ANGSTROEM)
C 3.4146 -1.7797 -2.1918  -0.185
C 2.8401 -3.2722 -2.4087  -0.431
P 1.8631 -3.5552 -4.0102  0.859
C 2.0162 -1.9449 -5.0738  -0.302
N 2.5625 -4.7985 -5.0519  -0.236
C 3.1586 -5.9545 -4.3294  -0.397
N 2.3452 -7.1980 -4.6933  -0.002
C 4.6706 -6.1560 -4.9524  -0.523
O 4.7674 -5.8376 -6.2161  -0.147
O 5.7786 -6.5707 -4.2015  -0.262
H 4.1604 -1.7791 -1.2989  0.077
H 3.9806 -1.4950 -3.1655  0.050
H 2.5710 -1.0115 -1.9474  0.070
H 3.7149 -4.0154 -2.2429  0.080
H 2.1021 -3.4733 -1.5273  0.048
H 1.9903 -0.9876 -4.4404  0.030
H 1.1407 -1.9524 -5.8437  0.007
H 3.0082 -2.0905 -5.6614  0.052
H 1.8124 -5.1040 -5.6924  0.063
H 3.1453 -5.8999 -3.1853  0.110
H 1.6733 -7.2789 -3.8926  0.056
H 2.9918 -8.0081 -4.5605  0.069
C 1.1069 -1.8702 2.7392  -0.177
C 2.1907 -0.9139 2.2654  -0.167
O 2.0427 -0.8596 0.8464  -0.198
S 0.4730 -1.0468 0.4698  0.643
O -0.0982 0.2550 0.2661  -0.237
O 0.3598 -2.1063 -0.4882  -0.235
O -0.0270 -1.5986 1.9138  -0.188
H 1.4022 -2.9114 2.5801  0.118
H 0.8572 -1.7214 3.7889  0.104
H 3.1915 -1.2523 2.5362  0.132
H 2.0283 0.0937 2.6610  0.124
C 6.2311 0.9947 -7.0685  -0.175
C 5.0251 0.6311 -7.9238  -0.173
O 3.9970 0.2993 -6.9932  -0.193
S 4.1863 1.1955 -5.6520  0.651
O 3.3082 2.3284 -5.7410  -0.237
O 4.2144 0.3187 -4.5212  -0.237
O 5.7011 1.7044 -5.9488  -0.196
H 6.7352 0.0982 -6.6962  0.137
H 6.9478 1.6157 -7.6087  0.131
H 5.2258 -0.2081 -8.5910  0.141
H 4.6849 1.4895 -8.5116  0.129
C 3.2376 -6.3532 5.4626  -0.176
C 2.1649 -6.3531 4.3822  -0.171
O 2.2786 -5.0809 3.7469  -0.203
S 3.8338 -4.6092 3.7795  0.650
O 4.4299 -4.9433 2.5193  -0.208
O 3.8962 -3.2941 4.3483  -0.228
O 4.3555 -5.6783 4.8867  -0.190
H 2.9132 -5.7871 6.3407  0.131
H 3.5175 -7.3635 5.7658  0.134
H 1.1631 -6.4916 4.7904  0.136
H 2.3611 -7.1244 3.6312  0.136
C -0.1045 2.0967 5.4762  -0.167
C -0.3427 1.7289 6.9329  -0.166
O 0.3856 0.5175 7.1333  -0.189
S 1.7045 0.5298 6.1837  0.668
O 2.8224 0.9641 6.9723  -0.228
O 1.7184 -0.6790 5.4118  -0.231
O 1.2594 1.7549 5.2169  -0.187
H -0.7362 1.5036 4.8123  0.099
H -0.2741 3.1579 5.2854  0.128
H -1.4002 1.5849 7.1576  0.137
H 0.0717 2.4871 7.6049  0.129
C -2.3123 -1.3350 -9.2530  -0.181
C -1.6546 -0.1993 -8.4808  -0.179
O -0.6289 -0.8200 -7.7094  -0.195
S -0.0486 -2.0981 -8.5293  0.638
O 1.1447 -1.6883 -9.2126  -0.227
O -0.1035 -3.2465 -7.6755  -0.223
O -1.2465 -2.2083 -9.6234  -0.196
H -3.0058 -1.8941 -8.6180  0.132
H -2.8393 -0.9797 -10.1403  0.131
H -2.3582 0.3261 -7.8337  0.135
H -1.1807 0.5167 -9.1596  0.130
C -3.1771 4.1515 2.2055  -0.159
C -4.2365 4.1056 3.2987  -0.159
O -4.6279 2.7354 3.3807  -0.303
S -3.3481 1.8002 3.0214  0.686
O -2.7393 1.3762 4.2534  -0.246
O -3.7323 0.8855 1.9881  -0.200
O -2.4134 2.9575 2.3683  -0.177
H -3.6345 4.1310 1.2118  0.139
H -2.5346 5.0284 2.2901  0.104
H -5.0964 4.7383 3.0720  0.139
H -3.8175 4.3950 4.2655  0.101
C -9.3878 3.6434 1.6158  -0.177
C -9.6285 3.2786 3.0746  -0.182
O -8.9058 2.0662 3.2785  -0.191
S -7.5833 2.0702 2.3278  0.713
O -6.4573 2.5055 3.1161  -0.231
O -7.5740 0.8606 1.5606  -0.204
O -8.0273 3.2974 1.3572  -0.190
H -10.0224 3.0499 0.9512  0.133
H -9.5538 4.7047 1.4232  0.134
H -10.6867 3.1384 3.2992  0.134
H -9.2120 4.0371 3.7448  0.130
C -1.5413 8.6392 6.1792  -0.168
C -2.9436 8.1683 6.5386  -0.171
O -3.3844 7.4189 5.4067  -0.189
S -2.1025 6.6946 4.7199  0.662
O -2.0406 5.3430 5.1991  -0.228
O -2.0860 7.0293 3.3261  -0.217
O -0.9463 7.5509 5.4722  -0.181
H -1.5746 9.5032 5.5092  0.135
H -0.9508 8.8882 7.0624  0.138
H -3.6225 8.9979 6.7395  0.138
H -2.9250 7.4966 7.4022  0.134

Atoms 1-3, force components in eV/Å:
0.3 -0.3 -0.3
1.0 0.2 1.6
-1.8 0.5 -0.1

Values from the calculation:
HOMO: -2.99 eV
gap between HOMO and LUMO: 3.8 eV
E: -7020.7807 Eh
total charge: -1